A single C15H22N2O4S molecule in a non-equilibrium geometry, computed with ωB97M-V with the def2-TZVPD basis set.

Geometry as XYZ:
```
44
Properties=species:S:1:pos:R:3:forces:R:3:nbo_charge:R:1
C 1.4829 2.1185 4.1006 0.1 -0.2 -0.4 -0.63
C 2.2961 1.2001 3.2023 0.1 0.1 0.4 -0.06
O 1.7749 1.2691 1.8808 0.2 -0.2 -0.3 -0.53
C 2.0118 0.2157 1.0465 0.2 -0.1 -0.1 0.28
C 3.1230 -0.6082 1.1888 0.0 0.1 0.1 -0.27
C 3.3895 -1.6177 0.2817 -0.1 0.0 0.0 -0.20
C 2.5435 -1.8086 -0.7921 0.1 0.0 0.0 -0.22
C 1.4230 -1.0105 -0.9329 -0.1 0.1 0.0 -0.23
C 1.1213 -0.0036 -0.0207 0.6 -0.3 0.5 0.16
N -0.0528 0.7526 -0.1761 -0.6 0.4 0.7 -0.71
C -0.4324 1.2617 -1.4745 0.0 0.4 -0.6 -0.32
C -0.7883 0.2630 -2.5857 0.0 0.2 0.1 0.67
O -0.3552 0.4445 -3.7126 0.1 0.2 -0.1 -0.63
N -1.6161 -0.7496 -2.3015 -0.1 -0.2 -0.1 -0.44
C -2.1992 -1.1137 -1.0231 -0.2 0.0 0.6 -0.23
C -3.2417 -2.1674 -1.3904 0.2 0.0 0.0 -0.40
C -2.6089 -2.8607 -2.5951 -0.1 0.2 0.0 -0.41
C -1.9806 -1.6951 -3.3485 0.1 -0.1 -0.4 -0.21
S -0.9402 1.3532 1.1047 -0.5 0.3 0.2 2.33
C -0.3930 3.0645 1.3588 -0.1 -0.8 -0.2 -0.86
O -0.7450 0.5299 2.2568 0.4 0.0 0.0 -0.93
O -2.2948 1.4787 0.6342 0.0 0.4 -0.1 -0.97
H 1.8376 2.0281 5.1237 0.0 0.0 0.1 0.22
H 0.4391 1.8218 4.0523 -0.1 0.0 0.1 0.23
H 1.5805 3.1536 3.7845 0.0 0.1 0.0 0.20
H 3.3525 1.5059 3.1982 -0.1 -0.1 0.0 0.17
H 2.2211 0.1713 3.5706 0.0 0.1 -0.1 0.19
H 3.8083 -0.4420 2.0047 0.0 0.1 0.1 0.22
H 4.2630 -2.2375 0.4129 0.1 0.0 0.0 0.22
H 2.7444 -2.5791 -1.5200 0.0 -0.1 -0.1 0.22
H 0.7753 -1.1691 -1.7771 -0.1 -0.1 0.0 0.22
H -1.3240 1.8712 -1.3087 0.1 0.0 -0.3 0.26
H 0.3632 1.8943 -1.8886 -0.1 -0.2 0.0 0.22
H -2.6310 -0.2476 -0.5228 0.0 -0.2 -0.1 0.25
H -1.4313 -1.5427 -0.3674 -0.1 0.0 0.0 0.19
H -3.4443 -2.8465 -0.5656 -0.1 0.0 0.1 0.22
H -4.1741 -1.6852 -1.6849 -0.1 0.0 0.0 0.20
H -3.3313 -3.4018 -3.2020 0.0 -0.1 0.0 0.22
H -1.8374 -3.5568 -2.2635 0.0 0.0 0.0 0.20
H -1.0959 -1.9674 -3.9284 -0.1 0.0 0.0 0.22
H -2.6965 -1.2236 -4.0305 0.1 -0.1 0.0 0.20
H -0.8463 3.4082 2.2790 -0.1 0.0 0.2 0.25
H 0.6837 3.0999 1.4132 0.1 0.0 0.0 0.26
H -0.7743 3.6285 0.5182 -0.1 0.1 -0.1 0.24
```
Positions in Å, forces in eV/Å.

## Properties
- HOMO energy: -8.54 eV
- Kohn-Sham gap: 9.20 eV
- Energy above the lowest of the compared OMol25 structures with the same formula, charge and spin: 195.1 kJ/mol
- E: -1393.42451 Eh
- LUMO energy: 0.668 eV

A single C23H33NO2 molecule, computed with ωB97M-V with the def2-TZVPD basis set.

Geometry as XYZ:
```
59
Properties=species:S:1:pos:R:3:forces:R:3:nbo_charge:R:1
C -2.1746 -2.4111 -1.1259 -0.1 0.0 -0.2 -0.25
O -1.5430 -2.0964 0.0894 0.2 0.1 0.3 -0.51
C -0.2796 -1.5756 0.0438 0.0 0.0 0.1 0.30
C 0.4499 -1.3535 -1.1161 -0.3 -0.1 -0.1 -0.32
C 1.7286 -0.8300 -1.0389 0.2 -0.1 0.2 -0.16
C 2.3059 -0.4942 0.1767 0.0 -0.3 0.1 -0.02
C 3.6951 0.0904 0.2582 0.0 0.0 -0.5 -0.25
C 3.7708 1.4304 -0.4906 -0.1 0.1 0.5 -0.38
C 2.7743 2.4627 0.0371 0.2 0.2 -0.3 -0.21
N 1.4170 2.0430 -0.2117 -0.1 0.3 -0.1 -0.62
C 0.3804 2.9048 0.3217 0.0 0.0 -0.2 -0.23
C -0.9421 2.2179 0.1236 0.0 0.2 0.1 -0.07
C -1.4964 1.4386 1.1254 0.0 0.2 -0.2 -0.11
C -2.6816 0.7501 0.9354 -0.3 -0.2 0.0 -0.34
C -3.3383 0.8222 -0.2878 0.3 0.2 -0.1 0.38
O -4.4959 0.1855 -0.6148 0.0 0.0 -0.2 -0.53
C -5.1761 -0.6053 0.3500 -0.4 -0.2 0.3 0.10
C -6.1294 -1.5042 -0.4327 0.4 0.2 0.1 -0.61
C -5.9458 0.2730 1.3375 0.3 -0.1 -0.2 -0.64
C -2.7801 1.6005 -1.3039 -0.2 -0.2 0.0 -0.29
C -1.6016 2.2847 -1.0979 0.0 0.0 0.1 -0.19
C 4.7387 -0.9248 -0.2587 0.1 0.0 0.4 -0.20
C 6.1697 -0.4117 -0.1027 -0.2 0.0 -0.2 -0.61
C 4.5954 -2.2488 0.4921 0.0 0.1 -0.3 -0.61
C 1.5695 -0.7342 1.3308 0.0 -0.1 -0.2 -0.15
C 0.3005 -1.2678 1.2721 -0.2 -0.1 -0.1 -0.27
H -3.1418 -2.8334 -0.8569 0.0 0.0 -0.1 0.19
H -1.6068 -3.1547 -1.6954 0.0 0.0 0.0 0.17
H -2.3285 -1.5182 -1.7406 0.0 0.0 0.0 0.18
H 0.0357 -1.5812 -2.0862 -0.1 0.0 -0.1 0.22
H 2.2759 -0.6755 -1.9576 0.1 0.0 -0.1 0.20
H 3.9184 0.2865 1.3129 0.0 0.0 0.1 0.20
H 4.7715 1.8499 -0.3815 0.0 0.0 -0.1 0.21
H 3.5872 1.2678 -1.5544 0.1 0.0 -0.1 0.19
H 3.0061 3.4477 -0.4155 0.0 -0.1 0.2 0.16
H 2.8937 2.5650 1.1209 0.1 0.0 0.0 0.18
H 1.2655 1.8947 -1.2040 0.0 -0.1 0.1 0.35
H 0.3702 3.9057 -0.1517 0.0 -0.1 0.2 0.16
H 0.5775 3.0390 1.3893 0.0 0.1 0.0 0.19
H -0.9936 1.3656 2.0778 0.1 0.0 0.1 0.20
H -3.0686 0.1518 1.7443 -0.1 -0.1 0.1 0.22
H -4.4510 -1.2318 0.8887 0.0 0.1 -0.1 0.17
H -5.5757 -2.1038 -1.1505 0.0 -0.1 -0.1 0.21
H -6.6633 -2.1633 0.2460 -0.1 -0.1 0.1 0.21
H -6.8463 -0.8942 -0.9761 -0.1 0.1 -0.1 0.21
H -6.6881 0.8604 0.8018 -0.1 0.0 -0.1 0.21
H -6.4496 -0.3483 2.0731 -0.1 0.0 0.1 0.21
H -5.2757 0.9567 1.8527 0.0 0.1 0.1 0.22
H -3.2957 1.6505 -2.2509 -0.1 0.0 -0.1 0.22
H -1.1902 2.8843 -1.8982 0.0 0.1 -0.1 0.21
H 4.5492 -1.1084 -1.3214 -0.1 0.0 0.0 0.19
H 6.3522 -0.1006 0.9240 0.1 0.0 0.2 0.20
H 6.8756 -1.2024 -0.3485 0.1 0.0 0.0 0.21
H 6.3703 0.4286 -0.7616 0.1 0.1 0.0 0.21
H 5.3120 -2.9766 0.1175 0.1 -0.1 0.0 0.21
H 4.7802 -2.1015 1.5542 0.0 0.0 0.2 0.20
H 3.5949 -2.6560 0.3719 0.0 -0.1 0.1 0.22
H 1.9963 -0.4951 2.2943 0.1 0.0 0.1 0.20
H -0.2685 -1.4557 2.1692 -0.1 0.0 0.1 0.22
```
Positions in Å, forces in eV/Å.

## Properties
- HOMO energy: -7.57 eV
- Kohn-Sham gap: 8.42 eV
- Energy above the lowest of the compared OMol25 structures with the same formula, charge and spin: 250.4 kJ/mol
- E: -1101.43519 Eh
- LUMO energy: 0.849 eV

A molecular structure, C17H54B4F6FeN3O9S2Zn in a non-equilibrium geometry, computed with ωB97M-V with the def2-TZVPD basis set.

Geometry as XYZ:
```
97
Properties=species:S:1:pos:R:3:forces:R:3:lowdin_spin:R:1
Fe 17.7374 -22.6920 12.4437 2.3 -0.2 -1.4 3.68
Zn 19.0129 -20.1888 9.0349 0.5 0.8 0.4 0.00
B 19.4593 -18.0733 9.2575 0.7 0.7 -0.4 0.00
H 19.1458 -18.2649 8.2430 -1.4 -0.1 -4.1 0.00
H 19.4080 -17.0093 9.4295 -0.1 3.8 0.8 0.00
H 18.7756 -18.5757 9.9240 -2.8 -1.6 3.0 0.00
H 20.4323 -18.5363 9.3145 3.8 -1.0 0.5 0.00
B 20.7813 -20.9570 10.1798 1.1 0.5 -0.2 0.00
H 21.1646 -21.6363 10.9254 0.7 -2.7 2.6 0.00
H 21.5943 -20.3104 9.8878 3.1 2.3 -1.5 0.00
H 20.2587 -21.3976 9.3450 -0.7 -3.0 -3.9 0.00
H 19.9954 -20.3047 10.5280 -1.9 2.3 2.7 0.00
B 17.7745 -21.7016 10.1588 0.2 -0.4 0.5 0.03
H 16.9558 -22.3148 10.5023 -3.6 -2.0 1.3 0.01
H 17.7633 -21.7246 9.0801 -0.3 -0.9 -4.3 0.01
H 17.7623 -20.6583 10.4335 -0.7 3.7 1.8 0.00
H 18.7235 -22.1135 10.4654 2.9 -1.7 1.4 0.01
B 19.5076 -21.4289 13.0264 0.2 0.9 -0.1 0.05
H 20.3361 -21.2418 13.6919 3.0 0.5 2.6 0.01
H 18.6447 -21.4994 13.6704 -3.9 -0.6 2.9 0.02
H 19.3400 -20.5697 12.3955 -0.5 2.7 -2.2 0.00
H 19.7047 -22.3524 12.5045 0.7 -3.8 -2.3 0.02
C 15.7328 -20.3147 15.4319 2.3 -2.3 -1.4 0.00
F 15.3603 -19.1616 15.9097 -0.3 0.0 -0.1 0.00
F 17.0801 -20.5110 15.7264 -1.8 0.2 0.2 0.00
F 15.0299 -21.3391 15.9007 0.1 0.6 1.2 0.00
S 15.6548 -20.4672 13.5417 4.2 4.6 0.7 0.01
O 14.3595 -19.9764 13.2277 -1.2 -0.9 -0.8 0.01
O 16.7397 -19.4954 13.2279 -1.8 -3.2 -0.1 0.00
N 16.0026 -22.1451 13.1576 -2.5 3.9 1.0 0.04
S 14.5600 -22.8253 13.0517 -2.1 -2.7 2.0 0.01
O 14.8379 -24.2566 13.0349 -0.4 1.2 -0.8 0.00
O 13.5775 -22.3917 14.0649 1.7 -0.6 -2.7 0.01
C 13.8997 -22.4082 11.2636 -0.9 -0.1 -1.8 0.00
F 14.5385 -21.3600 10.6460 -1.4 -1.2 1.5 0.00
F 14.0981 -23.4639 10.4194 0.1 0.7 1.2 0.00
F 12.5112 -22.2556 11.2751 2.5 0.4 0.3 0.00
C 23.4781 -23.8894 9.5987 -1.0 0.9 -0.5 0.00
C 22.3392 -24.7053 10.1448 0.8 -2.8 1.7 0.00
C 22.6388 -25.2112 11.5913 0.2 0.8 0.2 0.00
O 21.0975 -24.0441 10.1679 0.9 -0.6 -0.8 0.00
H 23.4733 -22.9549 10.1597 0.7 0.1 0.2 0.00
H 23.1770 -23.5903 8.5947 0.2 0.0 -0.3 0.00
H 24.4335 -24.4107 9.5390 -0.1 0.1 0.3 0.00
H 22.2928 -25.6184 9.5514 -0.5 -0.1 -0.4 0.00
H 21.9082 -25.9193 11.9825 -0.1 -0.1 -0.3 0.00
H 22.6089 -24.3676 12.2810 -0.2 0.3 0.0 0.00
H 23.6377 -25.6132 11.7603 0.1 -0.3 -0.5 0.00
H 21.4230 -23.1411 10.1846 -1.3 1.4 0.3 0.00
C 22.3151 -20.8553 3.7965 0.2 0.8 0.8 0.00
O 20.9966 -20.7056 4.3410 1.3 0.4 -2.0 0.00
C 20.5744 -21.7940 5.1072 -0.6 1.6 1.4 0.00
C 20.4772 -21.2760 6.5763 -0.1 -4.4 0.7 0.00
N 19.4023 -20.3833 6.9713 -0.1 0.4 -2.6 0.00
C 18.0876 -20.5918 6.2938 -0.4 -0.2 1.1 0.00
C 17.0462 -19.5826 6.8814 0.9 -0.8 -1.6 0.00
O 17.1435 -19.5609 8.2484 -0.8 0.6 0.2 0.00
C 16.2695 -18.6287 8.8455 -1.2 0.0 0.5 0.00
H 22.4490 -21.7758 3.2282 -0.1 0.0 0.0 0.00
H 23.0659 -20.7678 4.5818 0.0 -0.8 0.6 0.00
H 22.6355 -19.9782 3.2341 -0.9 0.0 -0.6 0.00
H 21.1823 -22.6949 5.0247 0.4 0.2 0.1 0.00
H 19.5765 -22.0543 4.7542 -0.1 -0.2 0.1 0.00
H 21.3720 -20.8935 7.0674 0.3 0.1 -0.6 0.00
H 20.3200 -22.2345 7.0710 -0.1 -0.2 0.7 0.00
H 19.8044 -19.6928 6.3535 -0.5 2.2 1.0 0.00
H 17.7723 -21.6115 6.5151 -0.1 -0.1 -0.3 0.00
H 18.2283 -20.3932 5.2314 -0.5 -0.3 -0.1 0.00
H 16.0152 -19.8421 6.6411 -0.1 -0.2 -0.6 0.00
H 17.3181 -18.6506 6.3856 -0.2 0.7 0.4 0.00
H 15.2289 -18.9485 8.7906 -0.2 -1.0 0.2 0.00
H 16.1300 -17.6897 8.3098 1.3 0.4 0.0 0.00
H 16.5270 -18.5318 9.9002 0.2 0.3 -0.3 0.00
C 18.6500 -23.7441 15.2997 -0.7 2.3 1.1 0.00
O 18.3295 -24.1531 14.0167 -0.8 0.3 -0.4 0.03
C 19.2318 -25.0943 13.5954 0.5 -2.4 -1.0 0.00
C 18.7016 -25.6839 12.2484 0.3 -0.8 2.5 0.00
N 18.4681 -24.6014 11.3692 -0.1 0.3 -0.7 0.03
C 17.9785 -25.0889 10.1091 -2.5 1.2 -2.0 0.00
C 16.5351 -25.6816 10.0717 2.1 0.6 -0.6 0.00
O 16.8019 -27.0240 9.7967 -0.1 -1.7 0.0 0.00
C 16.0883 -27.8397 10.6508 -0.7 -0.7 0.6 0.00
H 18.5759 -24.4845 16.0963 0.0 -0.6 -0.4 0.00
H 17.9073 -22.9691 15.4889 0.1 0.0 0.5 0.00
H 19.6098 -23.2290 15.3387 0.2 -0.2 -0.1 0.00
H 19.1933 -25.8384 14.3909 0.4 -0.7 -0.2 0.00
H 20.2562 -24.7235 13.5592 0.1 0.4 -0.3 0.00
H 17.8115 -26.2370 12.5481 -0.4 0.2 -0.3 0.00
H 19.3350 -26.4131 11.7432 0.5 -0.2 0.4 0.00
H 19.4013 -24.4571 11.0108 0.9 1.6 0.5 0.00
H 18.6562 -25.7966 9.6316 0.0 -0.4 0.4 0.00
H 17.9646 -24.2624 9.3985 0.2 0.4 0.3 0.00
H 15.9662 -25.3643 9.1977 -0.1 0.8 0.2 0.00
H 15.9889 -25.4976 10.9968 0.0 -0.1 0.1 0.00
H 15.0809 -27.4345 10.7462 -0.4 -0.4 0.1 0.00
H 16.5219 -27.8676 11.6505 0.1 0.1 0.3 0.00
H 16.0617 -28.8761 10.3144 0.0 0.1 -0.4 0.00
```
Positions in Å, forces in eV/Å.

## Properties
- HOMO energy (spin up / spin down): -5.66 / -5.47 eV
- Kohn-Sham gap (spin up / spin down): 7.80 / 7.60 eV
- E: -6059.05677 Eh
- Total charge: -1
- LUMO energy (spin up / spin down): 2.135 / 2.134 eV
- <S²>: 6.009
- 2S+1: 5